[1]
Molecular formula: C23H52BCl2INO12S2
Method: DFT, ωB97M-V/def2-TZVPD

```
94
Properties=species:S:1:pos:R:3:forces:R:3
C 3.72680 3.64163 -0.81026 0.37 0.12 -0.20
C 2.81831 2.27143 -0.97287 1.08 -0.48 0.70
C 3.65703 1.04973 -0.20142 -0.22 1.19 0.15
C 1.33906 2.35376 -0.26408 0.65 0.75 -0.51
C 0.16176 3.01404 -1.19450 -1.53 -0.84 2.16
Cl 0.53834 4.70082 -1.95581 0.59 -0.70 1.87
O -0.95306 3.14460 -0.19921 1.72 -0.27 -2.10
B -2.22611 2.47698 -0.64736 3.62 -0.13 -1.14
I -3.80424 3.96160 -1.01524 -0.96 0.49 0.23
C -2.50168 1.20608 0.35869 -0.21 -1.57 -0.42
S -3.96638 1.40221 1.50928 1.46 -4.39 6.40
O -3.54938 2.13472 2.81169 -1.37 -0.86 -4.66
O -4.36765 -0.05878 1.95275 0.53 4.04 -2.26
O -1.85552 2.06706 -2.04430 1.70 -1.66 -1.04
C -0.44993 2.15894 -2.46883 -0.84 1.37 -0.25
N -0.48105 3.08424 -3.67429 -0.98 -1.96 -1.03
C 0.35785 0.81669 -2.95740 0.56 -0.54 0.49
C -0.47603 -0.16152 -3.97726 -0.74 1.18 -0.18
C -1.62315 -1.02886 -3.18984 -0.39 -0.24 -0.80
C -1.23842 -2.59664 -2.90462 -2.66 0.77 0.56
S 0.50511 -2.88961 -2.28577 4.64 -6.49 -3.07
O 0.63251 -4.44735 -2.06645 -1.36 5.62 -0.05
O 1.62925 -2.51026 -3.27902 -4.20 0.30 3.45
Cl 0.85857 -2.05956 -0.35815 -0.66 -0.11 -1.41
H 3.32808 4.55567 -1.43419 0.63 -1.90 1.33
H 4.82327 3.41128 -1.20359 -2.25 0.40 0.76
H 3.85321 3.98086 0.32481 -0.48 -0.86 -2.34
H 2.80024 1.96200 -2.10719 -0.27 0.88 2.21
H 4.77245 1.42972 -0.04295 -2.28 -1.17 -0.47
H 3.59346 0.05864 -0.83429 0.20 1.90 1.56
H 3.17506 0.95735 0.87389 1.06 -0.21 -2.18
H 0.99135 1.27748 0.07508 0.52 2.14 -0.92
H 1.44411 2.99338 0.73680 -0.36 -1.28 -2.29
H -1.53890 0.93543 1.00877 -2.46 0.88 -0.91
H -2.71179 0.22160 -0.28220 -0.01 2.13 1.49
H -5.11455 1.92938 0.88286 1.38 -0.02 0.17
H -1.24067 2.69919 -4.29679 0.94 0.53 0.93
H 0.39348 3.02701 -4.24511 -0.89 -0.05 0.91
H 0.72271 0.25563 -1.99749 -0.66 0.69 -1.87
H 1.34010 1.15254 -3.54243 -2.16 -0.53 1.40
H 0.22924 -0.80758 -4.67649 -1.44 1.19 1.84
H -1.06335 0.56375 -4.72165 1.25 -1.56 1.62
H -2.57927 -1.04666 -3.90449 2.00 -0.20 1.67
H -1.97899 -0.53593 -2.19006 0.99 -0.73 -2.02
H -1.96627 -2.96224 -2.03200 1.95 0.61 -1.67
H -1.49812 -3.31323 -3.82350 1.51 1.51 1.99
C -5.64094 -5.70880 2.64238 0.29 0.17 -0.16
O -4.86557 -4.57868 2.25772 -0.33 -0.37 0.36
C -5.34568 -3.36649 2.84784 0.65 0.31 -0.12
C -4.47320 -2.94163 4.03162 -0.59 0.03 0.04
O -4.59469 -3.85920 5.12266 0.34 -0.31 -0.22
C -3.48292 -4.74531 5.20866 -0.23 0.22 0.14
H -5.10679 -6.61200 2.33569 0.00 0.13 -0.05
H -5.79457 -5.74689 3.72437 -0.02 0.05 -0.02
H -6.60856 -5.68413 2.13213 -0.10 -0.07 0.07
H -6.39538 -3.46527 3.14804 0.11 -0.07 0.09
H -5.28898 -2.59313 2.07487 0.03 0.03 0.15
H -4.82191 -1.96903 4.39479 0.06 -0.05 -0.15
H -3.42446 -2.82997 3.72920 -0.17 -0.06 -0.05
H -2.60815 -4.20349 5.58660 0.07 -0.12 -0.10
H -3.24837 -5.19850 4.24263 -0.04 0.14 0.13
H -3.73267 -5.54062 5.91466 -0.05 0.11 -0.01
C 0.80565 -6.36128 0.70258 -0.07 -0.07 -0.24
O 0.93941 -7.66418 1.26015 0.06 0.25 0.55
C 1.42329 -7.62980 2.60656 -0.46 -0.48 -0.31
C 0.28952 -7.85503 3.61000 0.20 0.63 0.02
O -0.63127 -6.75995 3.60839 -0.01 -0.47 -0.29
C -1.82306 -7.05832 2.88780 0.05 0.18 0.10
H 0.24317 -6.44364 -0.23122 0.17 -0.04 0.14
H 0.26784 -5.68554 1.37333 0.04 -0.03 0.01
H 1.79534 -5.95110 0.48003 -0.06 0.12 -0.03
H 1.94856 -6.68951 2.81073 -0.15 -0.03 0.02
H 2.14613 -8.44627 2.70488 0.00 0.00 0.06
H 0.71633 -7.90909 4.61716 0.03 -0.02 -0.02
H -0.22858 -8.80218 3.41440 0.07 0.11 -0.10
H -2.44145 -7.75193 3.46927 -0.05 -0.04 -0.09
H -1.60825 -7.48789 1.90651 0.04 -0.03 0.03
H -2.37961 -6.12899 2.74655 0.15 -0.11 -0.01
C 5.68103 6.92604 -1.68017 -0.22 -0.09 -0.16
O 4.30462 7.12045 -1.98679 0.35 0.34 0.32
C 3.64446 7.94015 -1.01702 -0.32 0.00 -0.59
C 3.45200 9.36759 -1.53513 0.34 -0.12 0.48
O 4.70543 10.04303 -1.67567 -0.09 -0.22 -0.45
C 5.14022 10.09687 -3.03091 -0.01 0.13 0.26
H 6.16688 6.47867 -2.55135 -0.17 0.01 0.07
H 6.18304 7.86964 -1.44916 -0.04 0.00 0.03
H 5.77775 6.23892 -0.83414 0.10 0.02 0.05
H 4.18829 7.93691 -0.06519 0.02 0.09 -0.12
H 2.65971 7.49454 -0.84248 0.02 0.02 0.01
H 2.86769 9.93272 -0.80119 -0.01 -0.06 -0.02
H 2.89651 9.37273 -2.48128 0.12 -0.11 0.09
H 4.53405 10.82381 -3.58384 0.03 -0.08 -0.10
H 5.08038 9.11996 -3.51635 -0.06 0.00 0.02
H 6.18094 10.42865 -3.04377 -0.11 0.01 0.11
```
Positions in Å, forces in eV/Å.

## Properties
**2S+1**: 1
**E_HOMO**: -5.98 eV
**Kohn-Sham gap**: 6.40 eV
**Total charge**: -1

[2]
Molecular formula: C40H108N6O19
Method: DFT, ωB97M-V/def2-TZVPD

```
173
Properties=species:S:1:pos:R:3:forces:R:3
C -1.30432 -1.45719 0.89000 -1.44 -0.35 -0.18
C -0.49080 -0.55549 -0.02317 -0.24 -1.66 0.34
C -1.31593 0.41656 -0.84709 0.15 0.26 -0.80
O -0.34372 1.04169 -1.70855 -0.30 0.91 0.89
C -0.58568 2.42844 -1.91642 -0.32 -0.53 -0.76
N 0.55882 0.00739 0.83288 -0.45 1.15 -0.85
H -1.98554 -2.12833 0.35330 -0.04 0.25 -0.19
H -1.94882 -0.83745 1.52370 -0.02 -0.07 0.01
H -0.78880 -2.13004 1.57599 0.70 0.34 -0.21
H -0.05190 -1.15250 -0.83664 0.15 -0.24 0.28
H -2.00768 1.10776 -0.35067 0.75 0.41 0.54
H -2.00934 -0.06766 -1.54493 0.09 -0.76 0.33
H 0.20439 2.73691 -2.59770 -0.02 0.35 0.06
H -0.60775 3.04393 -1.01675 0.29 -0.25 0.23
H -1.55887 2.56643 -2.39787 -0.02 0.07 -0.17
H 1.24059 -0.73098 0.96907 0.13 0.13 0.01
H 0.97313 0.74942 0.26677 0.39 -0.16 0.33
C -0.84610 4.40203 -5.78309 0.74 -0.37 -0.90
C -0.15547 5.73795 -6.05651 0.23 -1.27 1.52
C 1.24170 5.72031 -5.38691 0.17 1.44 -1.42
O 2.22152 5.19494 -6.27671 -0.33 -0.82 0.63
C 3.42981 4.91824 -5.59901 0.04 0.38 -0.21
N -0.14872 6.12549 -7.44744 0.35 0.22 -0.04
H -0.23154 3.54724 -6.09360 0.22 0.15 0.00
H -1.74942 4.29428 -6.38452 -0.37 0.19 0.60
H -0.93799 4.33619 -4.70077 -0.68 -0.24 -0.07
H -0.72023 6.41319 -5.40412 -0.06 0.58 -0.61
H 1.27081 5.24476 -4.40495 -0.14 -0.16 0.01
H 1.48786 6.79015 -5.29689 0.19 -0.03 0.59
H 3.87292 5.84831 -5.22310 0.12 0.03 -0.06
H 4.09707 4.46113 -6.32579 0.09 -0.02 0.09
H 3.30712 4.26040 -4.73261 -0.18 -0.18 -0.10
H 0.20757 5.35419 -8.00593 -0.14 -0.12 0.13
H 0.57552 6.83190 -7.56446 -0.25 0.16 -0.10
C 2.09502 4.57608 -0.41165 0.61 -0.19 -0.32
C 3.35956 3.74547 -0.68983 -0.88 -0.08 1.22
C 4.56321 4.66975 -0.74824 0.96 -0.49 -0.78
O 5.58165 3.90622 -1.38873 0.16 -0.69 -0.11
C 6.75285 4.57062 -1.78775 -0.54 0.77 -0.10
N 3.54037 2.80069 0.43562 0.06 -0.41 -0.31
H 2.15496 4.87316 0.63552 -0.04 0.64 -0.19
H 1.13418 4.07919 -0.52490 0.24 -0.43 -0.12
H 2.12786 5.37121 -1.16044 -0.35 0.45 0.48
H 3.22666 3.16452 -1.60646 0.38 0.45 -0.38
H 4.96263 4.94762 0.23288 -0.54 0.08 0.25
H 4.37215 5.58715 -1.31723 -0.16 -0.04 -0.06
H 6.49625 5.31329 -2.55392 0.14 0.04 -0.10
H 7.43885 3.84924 -2.22070 -0.02 -0.12 0.10
H 7.23765 5.12128 -0.97514 0.05 -0.18 0.18
H 2.96508 1.98832 0.22445 -0.09 0.05 0.30
H 4.48580 2.42375 0.42678 0.04 0.19 -0.08
C -5.03627 -3.37653 2.59078 -0.13 0.00 -0.22
C -5.38402 -4.86718 2.63241 0.13 -0.58 -0.52
O -6.60244 -5.17677 1.95026 -0.12 0.34 -0.08
O -4.69440 -2.88413 1.28303 0.05 -0.61 -0.10
H -4.14726 -3.15740 3.18138 -0.18 -0.10 0.32
H -5.89084 -2.77647 2.91178 0.03 -0.17 0.47
H -5.53956 -5.31541 3.61388 0.05 0.74 0.34
H -4.58321 -5.48534 2.20996 0.23 0.38 -0.18
H -6.52434 -4.93742 1.02184 0.00 -0.15 0.01
H -5.22499 -3.35744 0.63324 0.03 0.19 -0.03
C -5.59544 3.10459 -1.32871 -0.56 -0.70 0.40
C -5.33290 2.21208 -0.11891 0.15 -0.27 -0.14
O -4.93152 2.98652 1.00576 0.05 -0.10 -0.36
O -4.40169 3.49091 -1.99023 -0.04 0.17 0.45
H -6.16743 3.98333 -1.01167 0.07 0.00 0.11
H -6.25419 2.54857 -2.00013 0.37 0.07 -0.38
H -4.56347 1.46294 -0.34122 0.18 0.25 -0.32
H -6.19256 1.56856 0.09896 -0.35 0.52 0.26
H -4.04420 2.69049 1.23213 0.10 -0.02 0.51
H -3.95237 4.02198 -1.31677 0.19 0.00 -0.35
C -0.86041 3.59236 1.92650 0.38 -0.21 -0.06
C -1.25118 2.42483 2.85548 0.43 0.41 -0.90
O -2.44497 1.79151 2.43154 -0.53 -0.06 -0.18
O -1.03811 4.86340 2.51778 0.22 0.21 -0.06
H -1.30892 3.55838 0.92412 -0.61 -0.28 0.32
H 0.19923 3.46231 1.68117 0.10 0.46 0.43
H -1.38764 2.82598 3.86297 0.12 -0.16 0.01
H -0.40902 1.73109 2.79751 -0.22 -0.18 0.36
H -2.26737 0.86666 2.24271 0.06 0.01 0.07
H -1.96902 4.99868 2.72010 -0.04 -0.10 -0.07
C -0.76096 -6.27858 1.91311 0.96 0.55 0.71
C 0.55194 -5.56916 1.62693 1.27 0.83 -1.14
O 0.54083 -4.20450 2.06362 -0.87 -0.10 0.45
O -1.85247 -5.46844 1.53071 0.02 -0.25 -0.19
H -0.79051 -6.52132 2.97932 -0.26 0.03 0.10
H -0.72879 -7.21918 1.36647 -0.36 0.00 -0.17
H 0.72127 -5.55523 0.54017 -0.30 -0.11 -0.11
H 1.47947 -5.99522 2.01741 -0.50 -0.73 0.42
H 1.25807 -3.71806 1.64627 -0.01 -0.03 -0.07
H -1.56283 -4.55093 1.63134 -0.05 -0.04 0.04
C 3.58560 -3.06295 -2.00769 -0.50 0.20 -0.47
C 2.70159 -2.02127 -1.32460 1.10 -0.32 0.03
O 2.04739 -2.67178 -0.24101 -0.05 0.31 0.07
O 2.80986 -4.19601 -2.38543 0.09 -0.23 0.00
H 4.31806 -3.45153 -1.30020 -0.04 0.13 0.12
H 4.13937 -2.62622 -2.84435 -0.12 -0.05 -0.08
H 1.99614 -1.49229 -1.97021 -0.15 -0.34 -0.21
H 3.41954 -1.26104 -0.99495 -0.33 0.07 0.58
H 1.94509 -3.59309 -0.52578 -0.17 0.13 -0.15
H 2.30320 -4.01856 -3.18467 0.03 0.13 0.03
C 4.24112 -6.10733 2.73169 1.04 -1.03 -0.23
O 4.01576 -4.78027 3.09630 -0.07 0.04 -0.07
C 4.15918 -3.89724 1.99394 -1.80 -0.72 -0.04
C 3.98667 -2.46745 2.44929 1.54 -0.38 -0.34
N 5.23337 -2.12690 3.17060 -0.83 0.27 -0.74
C 5.24660 -0.78405 3.76212 -0.45 -1.04 1.27
C 6.67250 -0.39959 4.10988 0.17 1.01 -0.91
O 6.61288 0.75457 4.91891 0.36 -0.16 0.61
C 7.89745 1.34161 5.08796 -0.54 -0.30 -0.65
H 4.26440 -6.75592 3.60721 -0.16 0.30 0.20
H 5.22482 -6.22331 2.25081 0.07 0.16 0.10
H 3.55919 -6.58163 2.01317 -0.47 0.58 0.05
H 3.33385 -4.08176 1.28832 0.03 -0.26 0.02
H 5.06285 -4.13847 1.42550 0.34 0.53 0.30
H 3.12028 -2.31822 3.10064 -0.31 -0.27 -0.25
H 3.82666 -1.96520 1.49124 0.28 0.76 0.35
H 5.15986 -2.78828 3.93846 0.65 0.05 0.10
H 4.64410 -0.84537 4.68189 0.27 0.35 0.23
H 4.70152 -0.02804 3.19646 0.50 -0.05 -0.57
H 7.22225 -0.14780 3.18666 -0.21 0.00 -0.14
H 7.30528 -1.18685 4.53838 -0.55 -0.23 0.42
H 7.82070 2.11868 5.84056 0.02 0.06 0.00
H 8.18427 1.75051 4.11423 0.30 0.28 0.12
H 8.64916 0.59972 5.36988 -0.01 -0.05 0.20
C 0.87026 -0.17529 -7.34063 -0.74 0.38 -0.58
O -0.48505 -0.30141 -6.96135 -0.52 -0.31 0.12
C -0.61625 -0.50502 -5.54793 0.68 0.15 -0.86
C -2.04331 -0.77759 -5.12862 1.04 -0.42 -1.28
N -2.44539 -2.10431 -5.59568 0.38 0.52 0.94
C -3.85956 -2.30431 -5.44209 -0.95 0.30 -1.11
C -4.26027 -3.70789 -5.80451 0.34 -0.92 0.71
O -3.90385 -4.10217 -7.11983 0.09 0.00 0.20
C -4.53850 -3.35348 -8.12772 -0.23 -0.64 -0.54
H 1.43798 -1.07002 -7.08010 0.25 0.13 0.25
H 1.27308 0.76456 -6.95247 0.38 -0.23 0.37
H 0.88280 -0.06427 -8.42517 -0.04 -0.16 -0.02
H -0.22760 0.40610 -5.08303 0.01 -0.15 0.46
H 0.01421 -1.37468 -5.33064 0.04 0.06 0.55
H -2.64554 -0.01007 -5.63056 -0.27 0.28 0.69
H -1.99681 -0.75153 -4.03911 -0.67 0.25 0.04
H -2.06177 -2.26601 -6.51648 -0.46 -0.10 -0.19
H -4.51103 -1.66690 -6.07537 0.46 0.39 -0.06
H -4.17538 -2.02259 -4.43497 0.20 -0.42 0.19
H -5.32407 -3.90097 -5.63704 -0.18 0.29 -0.06
H -3.71862 -4.37512 -5.12974 0.04 -0.21 -0.21
H -4.52715 -3.92999 -9.05786 0.52 -0.06 0.10
H -4.00472 -2.41623 -8.29971 -0.47 0.25 0.02
H -5.61864 -3.27466 -7.95140 0.12 0.64 0.37
C 1.72062 -1.44665 5.94417 0.55 0.11 0.88
O 0.39943 -1.02285 6.19776 -0.01 0.50 -0.35
C -0.31923 -0.64715 5.04490 -0.34 -0.59 -1.24
C -1.79801 -0.94175 5.21710 0.75 0.20 0.11
N -2.50242 -0.00201 6.04368 -0.82 0.06 -0.73
C -3.92638 -0.24426 6.06752 -0.49 0.84 1.95
C -4.60395 0.42602 7.28068 0.40 1.67 -0.50
O -5.97938 0.59257 6.99504 -0.26 -0.34 -0.30
C -6.64707 1.40526 7.92318 0.57 0.03 0.98
H 2.45676 -0.74392 6.35418 -0.16 0.31 -0.28
H 1.92487 -1.59462 4.88511 -0.09 -0.12 -0.05
H 1.91505 -2.35933 6.51497 -0.23 -0.20 -0.30
H 0.04266 -1.21018 4.17092 -0.14 -0.62 0.25
H -0.19698 0.35173 4.60028 0.25 0.53 1.18
H -1.90313 -1.97640 5.57154 -0.01 -0.08 0.03
H -2.21613 -0.90887 4.20280 -0.20 0.03 0.04
H -2.09139 0.47152 6.82412 0.35 -0.41 0.16
H -4.15997 -1.30202 6.22189 -0.02 -0.21 -0.83
H -4.43495 0.25281 5.24044 0.02 -0.67 -0.49
H -4.24029 1.46475 7.35217 0.52 -0.13 0.07
H -4.38311 -0.02874 8.25259 -0.29 -0.42 -0.07
H -6.13055 2.34155 8.17933 0.36 0.00 -0.48
H -6.67416 0.87386 8.88055 -0.56 -0.03 0.08
H -7.62805 1.70826 7.57315 -0.14 -0.48 -0.17
```
Positions in Å, forces in eV/Å.

## Properties
**2S+1**: 1
**E_HOMO**: -8.25 eV
**Kohn-Sham gap**: 8.33 eV
**SMILES**: COC[C@H](C)N.COC[C@H](C)N.COC[C@H](C)N.COCCNCCOC.COCCNCCOC.COCCNCCOC.OCCO.OCCO.OCCO.OCCO.OCCO

[3]
Molecular formula: C13H15F3N6PTc
Method: DFT, ωB97M-V/def2-TZVPD

```
39
Properties=species:S:1:pos:R:3:forces:R:3
Tc 0.90546 -1.68614 1.41254 0.09 0.09 0.07
C -2.07637 2.91642 1.03766 -0.01 0.03 -0.03
N -1.35352 1.78643 1.64745 0.00 -0.01 0.04
C -1.30136 1.53828 2.98619 0.01 0.00 -0.03
C -0.58083 0.39012 3.15719 -0.04 -0.01 0.04
N -0.19903 -0.05846 1.92340 0.07 -0.09 0.02
C -0.67506 0.81281 1.01049 -0.05 0.08 -0.02
P -0.48579 0.72200 -0.79112 -0.01 -0.03 0.01
C 1.37601 0.62399 -0.72839 -0.01 0.01 -0.02
N 2.08932 -0.22490 0.05432 -0.06 0.03 -0.05
C 3.37289 0.03438 -0.15817 0.01 -0.03 0.02
C 3.47654 1.09993 -1.13107 0.00 -0.01 0.02
N 2.23665 1.43179 -1.45597 0.03 -0.05 0.04
C 1.84606 2.47774 -2.42821 -0.04 0.06 -0.05
C -0.75889 -1.05926 -1.01507 -0.04 0.02 -0.02
N -0.29796 -2.02985 -0.20679 0.02 -0.03 -0.03
C -0.75733 -3.22526 -0.69449 -0.02 0.01 0.02
C -1.50615 -2.96631 -1.80750 0.01 0.00 0.00
N -1.49507 -1.61619 -1.99540 0.00 -0.01 0.01
C -2.21076 -0.91684 -3.07706 -0.02 0.03 -0.04
H -2.52849 3.49738 1.83554 0.00 -0.01 0.01
H -2.86113 2.54702 0.38182 0.00 -0.02 0.01
H -1.38688 3.55207 0.48749 0.02 -0.01 0.01
H -1.77907 2.17672 3.71141 0.00 0.01 -0.01
H -0.33201 -0.11329 4.07496 0.02 -0.01 -0.02
H 4.18728 -0.48291 0.33185 0.01 0.02 -0.01
H 4.35597 1.57298 -1.54946 0.00 -0.01 0.01
H 2.75122 2.93248 -2.82064 0.01 -0.01 0.01
H 1.24707 3.23362 -1.92602 0.01 -0.01 0.02
H 1.28466 2.02351 -3.24125 0.01 -0.02 0.01
H -0.54753 -4.17348 -0.22587 0.00 0.00 0.00
H -2.04339 -3.63473 -2.46050 0.00 0.01 0.00
H -2.72215 -1.66039 -3.68049 0.00 -0.01 0.01
H -1.50632 -0.37823 -3.70617 0.02 -0.01 0.01
H -2.94706 -0.23561 -2.65732 0.00 -0.01 0.02
F 1.83541 -1.81111 3.29499 0.04 0.06 0.00
C 0.57997 -2.71073 3.11684 -0.10 -0.11 -0.02
F -0.20851 -2.45027 4.10857 0.02 0.03 -0.02
F 1.01614 -3.93568 3.18425 0.00 0.03 0.00
```
Positions in Å, forces in eV/Å.

## Properties
**2S+1**: 4
**E_HOMO (spin up / spin down)**: -19.15 / -19.16 eV
**⟨S²⟩**: 3.78
**Kohn-Sham gap (spin up / spin down)**: 8.49 / 5.10 eV
**Total charge**: +3

> Which of these has the highest 2S+1?

C13H15F3N6PTc

> Which value of 2S+1 does entry 1 give?

1